No. 1
The following is a quantum chemistry calculation of C10H13N6O3S3Tc as an isolated structure in a non-equilibrium geometry, from the Open Molecules 2025 dataset.

Last column: Löwdin charge in e.
Geometry (Å):
Tc (-0.0786, 0.5390, -0.2755)  1.330
S (1.2081, -1.4279, -0.6193)  0.676
S (-2.8992, 0.4851, -0.3285)  0.574
S (-0.5257, -3.2125, 1.0584)  1.026
O (-1.7944, 0.3121, 0.7565)  -0.511
O (-2.0497, 0.4783, -1.5722)  -0.374
O (-3.6196, 1.6790, -0.0458)  -0.238
N (1.4535, -4.0356, -0.3611)  -0.012
N (-0.3215, 2.8104, -0.0859)  0.063
N (1.8881, 1.2724, -0.2711)  -0.083
N (3.2940, 3.0321, -0.1943)  0.239
N (-0.1064, 5.5782, 0.2799)  0.212
N (3.9777, 1.8784, -0.1640)  0.155
C (-3.7204, -1.1071, -0.1561)  -0.073
C (3.1507, 0.8166, -0.1981)  -0.055
C (0.7222, -2.9936, -0.0673)  -1.010
C (-1.2635, 4.9785, 0.1356)  0.073
C (2.0432, 2.6480, -0.2158)  -0.257
C (0.8723, 3.4639, -0.0389)  -0.105
C (-1.4230, 3.5813, 0.0197)  0.085
C (-0.2408, -5.0718, 1.0392)  -0.285
C (0.9189, -5.3218, 0.0385)  -0.151
C (0.9589, 4.8318, 0.1768)  0.059
H (-2.1123, 5.6512, 0.0508)  0.171
H (0.4706, -5.7934, -0.9012)  0.167
H (2.2998, -3.9751, -0.8910)  0.164
H (-3.8979, -1.1545, 0.9118)  0.085
H (-3.0743, -1.9429, -0.4601)  0.075
H (-2.3927, 3.1150, 0.0681)  0.102
H (-4.7309, -1.1266, -0.5721)  0.103
H (4.9663, 1.8710, -0.2791)  0.196
H (1.7028, -5.9578, 0.4221)  0.138
H (-1.1305, -5.5761, 0.7173)  0.087
H (0.0835, -5.4538, 1.9920)  0.093
H (3.4419, -0.1963, -0.3065)  0.104
H (1.9290, 5.3245, 0.3374)  0.176

Output
- expectation value of S² = 3.804
- electronic energy (hartree) = -2217.329363
- total charge = +3
- spin multiplicity = 4
- F_max (hartree/bohr) = 0.04921
- E_LUMO (alpha / beta) (eV) = -12.0 / -14.9
- energy relative to the best compared isomer or geometry (same formula, charge and spin) (kcal per mole) = 58.4


No. 2
The following is a quantum chemistry calculation of C10H13N8S2Ti as an isolated structure, from the Open Molecules 2025 dataset.

Last column: Löwdin charge in e.
Geometry (Å):
Ti (0.3702, -0.3989, 0.2840)  0.742
S (2.7628, -0.3246, 0.3198)  0.666
S (-1.9938, 0.3798, -0.0340)  0.715
N (1.7231, -0.8993, -2.1785)  0.042
N (0.8422, -1.5191, -1.3208)  -0.207
N (3.5811, 0.3924, -2.1212)  0.120
N (0.6017, 2.0005, 0.0916)  0.055
N (-2.1098, 4.2479, 0.5553)  0.175
N (-0.4069, -2.3534, 0.7540)  -0.038
N (-0.5914, 2.7043, 0.2923)  -0.077
N (-2.6755, 3.0168, 0.4036)  0.085
C (-1.5319, -4.8941, 0.8998)  0.020
C (-1.7815, 2.0605, 0.2258)  -0.686
C (-1.5353, -4.0560, 1.9953)  0.006
C (-0.8319, 4.0585, 0.4837)  -0.286
C (0.3399, -2.6791, -1.4949)  0.028
C (0.2147, 5.0981, 0.5878)  0.026
C (-0.9675, -2.7893, 1.8791)  -0.074
C (-0.4031, -3.1924, -0.3237)  -0.228
C (2.6423, -0.2923, -1.4584)  -0.813
C (-0.9476, -4.4535, -0.2938)  0.040
H (-1.9680, -5.8823, 0.9539)  0.136
H (-3.6811, 2.9167, 0.4331)  0.187
H (3.5984, 0.3207, -3.1284)  0.130
H (0.7459, 5.2129, -0.3583)  0.102
H (0.9334, 4.8618, 1.3736)  0.097
H (1.3164, 2.3271, 0.7413)  0.118
H (0.5253, -3.2748, -2.3835)  0.162
H (-0.9668, -2.1069, 2.7220)  0.132
H (-0.9178, -5.0897, -1.1669)  0.138
H (4.4043, 0.7305, -1.6519)  0.109
H (-0.2667, 6.0414, 0.8331)  0.107
H (-1.9658, -4.3541, 2.9401)  0.131
H (0.9406, 2.1898, -0.8546)  0.139

Output
- expectation value of S² = 0.755
- electronic energy (hartree) = -2472.268641
- total charge = +2
- spin multiplicity = 2
- F_max (hartree/bohr) = 0.01233
- E_LUMO (alpha / beta) (eV) = -8.0 / -7.7


No. 3
The following is a quantum chemistry calculation of a 2-piece molecular cluster, C10H13NO overall in a non-equilibrium geometry, from the Open Molecules 2025 dataset.

Last column: Löwdin charge in e.
Geometry (Å):
O (-3.4169, -0.6398, -1.1616)  -0.168
N (0.4600, -1.2120, -1.0140)  0.079
C (2.0083, 1.9716, -1.8732)  -0.075
C (0.9309, 0.7743, 0.1681)  -0.112
C (0.4023, -0.5494, 0.1699)  -0.234
C (0.7996, 1.0163, 2.5322)  -0.071
C (0.0654, -0.1688, 2.4784)  -0.091
C (-3.3282, -1.6416, -0.0685)  -0.121
C (1.2828, 0.8908, -1.2296)  -0.288
C (-0.0386, -1.1054, 1.4295)  0.004
C (1.0876, -0.2907, -1.8918)  -0.052
C (1.1513, 1.5494, 1.2987)  -0.015
H (1.5468, -0.6720, -2.8841)  0.151
H (2.0767, 1.8135, -2.9160)  0.051
H (-0.3957, -0.3454, 3.3532)  0.056
H (3.0989, 1.8795, -1.6835)  0.088
H (1.5834, 3.0020, -1.4408)  0.134
H (-3.8842, -2.5947, -0.3170)  0.083
H (0.1741, -2.1382, -1.1526)  0.128
H (-2.6192, -0.5175, -1.7740)  0.099
H (-2.2213, -1.8427, 0.2639)  0.078
H (-3.9132, -1.3824, 0.7205)  0.023
H (1.5149, 2.4751, 1.2377)  0.067
H (1.2466, 1.3899, 3.4120)  0.094
H (-0.2605, -2.1430, 1.4904)  0.092

Output
- electronic energy (hartree) = -518.738637
- total charge = 0
- SMILES = Cc1c[nH]c2ccccc12.CO
- spin multiplicity = 1
- F_max (hartree/bohr) = 0.08924
- E_LUMO (eV) = 0.8
- energy relative to the best compared isomer or geometry (same formula, charge and spin) (kcal per mole) = 65.4


No. 4
The following is a quantum chemistry calculation of C10H13NO2S as an isolated structure in a non-equilibrium geometry, from the Open Molecules 2025 dataset.

Last column: Löwdin charge in e.
Geometry (Å):
S (-2.8742, 0.7245, 2.3224)  0.833
O (-1.3195, 1.0644, 2.3633)  -0.400
O (-3.7345, 1.6899, 1.7349)  -0.463
N (-2.8685, -0.4175, 0.9056)  -0.128
C (-0.8488, 0.8387, 0.5188)  -0.035
C (1.0466, 1.5326, -0.7821)  -0.061
C (1.5185, 0.8423, 1.4198)  -0.026
C (-0.8531, -1.7539, 0.9742)  -0.015
C (3.3582, 1.1348, -0.0842)  -0.054
C (2.8687, 0.9354, 1.2151)  -0.067
C (-1.7546, -0.6160, -1.1640)  -0.040
C (0.5967, 0.9408, 0.3601)  -0.229
C (2.4168, 1.6519, -0.9730)  -0.086
C (-1.4875, -0.4928, 0.3247)  -0.624
H (-3.4646, 0.1359, 0.3076)  0.050
H (2.7145, 2.1787, -1.9757)  0.140
H (-1.6165, 1.6299, 0.0959)  0.181
H (-1.1561, -2.6981, 0.4484)  0.095
H (-0.9251, -1.6922, 2.0433)  0.069
H (-0.7803, -0.7454, -1.7331)  0.116
H (-2.0582, 0.2590, -1.5827)  0.034
H (0.2287, 1.9515, -1.5165)  0.163
H (3.4258, 0.8166, 2.1215)  0.106
H (0.2717, -1.7510, 0.6301)  0.113
H (4.3949, 1.0959, -0.1577)  0.083
H (1.2272, 0.6836, 2.4161)  0.102
H (-2.6351, -1.3787, -1.3137)  0.142

Output
- electronic energy (hartree) = -992.145300
- total charge = 0
- spin multiplicity = 1
- F_max (hartree/bohr) = 0.08346
- E_LUMO (eV) = -0.1
- energy relative to the best compared isomer or geometry (same formula, charge and spin) (kcal per mole) = 96.7


No. 5
The following is a quantum chemistry calculation of one molecule with the formula C10H13NO3 in a non-equilibrium geometry, from the Open Molecules 2025 dataset.

Last column: Löwdin charge in e.
Geometry (Å):
O (-1.5566, -1.5813, -2.7156)  0.095
O (-3.1014, -0.2555, -1.9610)  0.098
O (-0.5089, 1.6481, -2.0267)  0.118
N (-1.9829, -0.7096, -1.9855)  -0.336
C (0.4984, 1.5419, 0.1479)  -0.102
C (-0.0142, -1.4942, -0.6531)  -0.010
C (-1.0792, -0.3193, -0.8669)  -0.230
C (2.9141, 1.6851, 0.5392)  -0.121
C (-0.0854, -2.2952, 0.4390)  -0.118
C (-1.5820, -1.1625, 1.6897)  -0.063
C (-1.9110, -0.2075, 0.5073)  -0.067
C (-0.3543, 1.0445, -0.9840)  -0.356
C (1.9342, 1.3714, -0.4490)  -0.250
C (-0.7966, -2.2390, 1.6592)  -0.093
H (-0.6094, -2.9294, 2.4306)  0.095
H (-1.8186, 0.8977, 0.9010)  0.145
H (0.3795, 0.9968, 1.0730)  0.106
H (1.9004, 1.9814, -1.3200)  0.111
H (2.8723, 2.6508, 0.9752)  0.078
H (-3.0255, -0.2805, 0.2016)  0.140
H (-2.1797, -0.8322, 2.5301)  0.102
H (0.3917, -1.9232, -1.6102)  0.126
H (2.8043, 0.9971, 1.3236)  0.071
H (0.1918, 2.5648, 0.4440)  0.145
H (3.9178, 1.5842, 0.1698)  0.083
H (0.7079, -3.1271, 0.3393)  0.133
H (2.0936, 0.3928, -0.7985)  0.101

Output
- electronic energy (hartree) = -669.128702
- total charge = 0
- SMILES = CCCC(=O)[C@@]1([N+](=O)[O-])C=CC=CC1
- spin multiplicity = 1
- F_max (hartree/bohr) = 0.10238
- E_LUMO (eV) = 0.0
- energy relative to the best compared isomer or geometry (same formula, charge and spin) (kcal per mole) = 141.4


No. 6
The following is a quantum chemistry calculation of one molecule with the formula C10H13NO3S in a non-equilibrium geometry, from the Open Molecules 2025 dataset.

Last column: Löwdin charge in e.
Geometry (Å):
S (1.9712, 0.0575, -0.6361)  0.585
O (2.9269, -0.8143, -1.2791)  -0.317
O (0.1527, 4.1927, 2.4501)  0.069
O (1.3450, 1.0075, -1.5250)  -0.309
N (0.8372, -1.0277, 0.1158)  -0.041
C (-1.8563, 2.2695, 0.1477)  -0.049
C (2.7492, 0.7582, 0.8737)  -0.127
C (-0.1639, 1.8768, 2.2887)  -0.040
C (-0.7348, 0.7891, 1.7180)  -0.024
C (-1.3323, -0.7283, -1.2743)  -0.127
C (-0.1583, -1.5929, -0.7536)  -0.276
C (-1.3611, 3.3259, 0.8080)  0.043
C (-0.4223, 3.2158, 1.9325)  -0.414
C (-1.6270, 0.9974, 0.5953)  -0.220
C (-2.1926, -0.2059, 0.0004)  -0.133
H (-0.4384, -2.4901, -0.2873)  0.091
H (0.3773, 1.7911, 3.2316)  0.130
H (-2.3473, -1.0579, 0.5990)  0.095
H (-2.3486, 2.5568, -0.7473)  0.120
H (-3.1978, 0.1114, -0.4475)  0.140
H (2.0775, 1.5777, 1.2361)  0.048
H (2.8415, -0.0694, 1.6143)  0.076
H (3.7474, 1.2266, 0.6718)  0.084
H (-0.5464, -0.2470, 2.0138)  0.118
H (0.4195, -1.7691, -1.7690)  0.159
H (-0.9504, 0.1964, -1.6904)  0.082
H (-1.9186, -1.2971, -2.0541)  0.130
H (-1.5651, 4.2184, 0.2799)  0.109

Output
- electronic energy (hartree) = -1067.350973
- total charge = 0
- spin multiplicity = 1
- F_max (hartree/bohr) = 0.09020
- E_LUMO (alpha / beta) (eV) = -1.8 / -2.0
- energy relative to the best compared isomer or geometry (same formula, charge and spin) (kcal per mole) = 101.1


No. 7
The following is a quantum chemistry calculation of one molecule with the formula C10H13NSe in a non-equilibrium geometry, from the Open Molecules 2025 dataset.

Last column: Löwdin charge in e.
Geometry (Å):
Se (-0.1742, 2.3038, -1.1711)  1.045
N (0.6877, 0.0837, 0.6959)  0.042
C (-2.8652, -0.6610, 1.1771)  -0.085
C (-1.2861, 1.2083, -0.0588)  -0.444
C (2.5397, 1.2727, -1.4021)  -0.203
C (-2.6550, 1.3831, -0.0391)  -0.124
C (1.4626, 1.6924, -0.4681)  -0.564
C (-3.4577, 0.4434, 0.5848)  -0.075
C (1.2021, -2.0406, -0.5207)  -0.059
C (-1.4975, -0.8254, 1.1675)  -0.016
C (1.4453, -1.1211, 0.6795)  -0.270
C (-0.6483, 0.1273, 0.5765)  -0.326
H (-1.0555, -1.6758, 1.6647)  0.110
H (1.7852, 2.1980, 0.4329)  0.050
H (1.4456, -1.5259, -1.4434)  0.066
H (2.5042, -0.8430, 0.7290)  0.104
H (3.2319, 0.5948, -0.9057)  0.060
H (1.2160, -1.6629, 1.6078)  0.109
H (2.1304, 0.7908, -2.2869)  0.058
H (3.1110, 2.1473, -1.7234)  0.067
H (0.1616, -2.3459, -0.5647)  0.068
H (-4.5319, 0.5545, 0.5879)  0.106
H (-3.4815, -1.4094, 1.6545)  0.103
H (1.8220, -2.9267, -0.4377)  0.075
H (-3.0923, 2.2376, -0.5362)  0.101

Output
- expectation value of S² = 2.046
- electronic energy (hartree) = -2844.876046
- total charge = 0
- spin multiplicity = 3
- F_max (hartree/bohr) = 0.03541
- E_LUMO (alpha / beta) (eV) = 0.9 / -1.5
- energy relative to the best compared isomer or geometry (same formula, charge and spin) (kcal per mole) = 0.0


No. 8
The following is a quantum chemistry calculation of a 2-piece molecular cluster, C10H13O2 overall in a non-equilibrium geometry, from the Open Molecules 2025 dataset.

Last column: Löwdin charge in e.
Geometry (Å):
O (-0.6477, -2.5169, -1.2977)  -0.100
O (-2.4970, -1.2091, -1.5050)  -0.078
C (-0.1528, 1.4070, 0.8991)  -0.051
C (0.5030, 0.1907, 2.8084)  -0.054
C (-1.3589, -1.5915, -1.7501)  -0.712
C (0.4243, 2.5595, 1.3639)  -0.110
C (1.3439, 1.3092, 3.1914)  -0.088
C (-0.4845, -0.6286, -2.8875)  -0.174
C (-0.2261, 0.1957, 1.6253)  -0.262
C (1.3553, 2.4695, 2.3966)  -0.132
C (0.7389, -1.3569, -3.3675)  -0.166
C (-1.0300, -0.9483, 1.1529)  -0.053
H (0.2706, -0.6107, 3.5132)  0.101
H (0.8254, -2.5178, -2.9399)  0.129
H (-1.7397, -0.6559, 0.2923)  0.092
H (-0.3590, -1.7595, 0.8554)  0.084
H (-1.3264, -0.3880, -3.6655)  0.103
H (1.6031, -1.0744, -2.9032)  0.006
H (0.9001, -1.2958, -4.4111)  0.028
H (2.1092, 3.1275, 2.6171)  0.055
H (1.9391, 1.2811, 4.1387)  0.095
H (-0.4118, 0.3864, -2.7107)  0.027
H (-1.5886, -1.4094, 1.8790)  0.047
H (0.4059, 3.5317, 0.7553)  0.120
H (-0.5964, 1.5044, -0.0504)  0.093

Output
- electronic energy (hartree) = -539.308518
- total charge = -1
- spin multiplicity = 1
- F_max (hartree/bohr) = 0.09326
- E_LUMO (eV) = 3.4
- energy relative to the best compared isomer or geometry (same formula, charge and spin) (kcal per mole) = 52.4